1.
Below is a molecular structure, C23H48Ca3NO15P2 at a distorted geometry, with properties calculated with ωB97M-V with the def2-TZVPD basis set.

Summary:
- frontier orbital gap (eV) = 2.390
- net charge = -1
- E_LUMO (eV) = -1.16
- E (eV) = -130710.525
- max |F| (eV/Å) = 6.04
- ΔE to the lowest compared entry with this formula, charge and spin (kcal/mol) = 757.1

Geometry (Å):
Ca -2.27 -3.59 -0.46
Ca 3.24 0.79 3.22
Ca 1.72 -0.02 -2.96
P -0.49 -4.37 -5.12
O 0.39 -4.35 -3.81
O -0.44 -2.87 -5.33
O -1.58 -5.10 -4.33
O 0.25 -5.48 -5.96
P -0.68 0.95 1.09
O 0.18 -0.31 0.93
O 0.44 1.78 0.46
O -0.63 1.05 2.57
O -1.89 0.39 0.30
O 8.91 -0.39 -0.52
C 7.73 -0.13 -0.02
O 6.68 -0.08 -0.67
O 7.60 -0.07 1.22
H 9.33 -0.66 0.31
C -7.19 -3.61 5.37
C -7.10 -5.13 5.36
C -5.96 -5.38 4.46
O -5.40 -4.13 3.97
C -5.83 -3.13 4.89
H -7.33 -3.08 6.31
H -8.05 -3.26 4.80
H -8.05 -5.52 4.99
H -6.93 -5.48 6.37
H -6.03 -6.11 3.66
H -5.19 -5.84 5.08
H -5.85 -2.11 4.53
H -5.15 -3.04 5.74
C -9.89 -3.85 -3.51
C -9.93 -2.82 -2.41
C -8.48 -2.60 -2.02
O -8.05 -3.98 -2.05
C -8.68 -4.61 -3.17
H -9.70 -3.35 -4.46
H -10.80 -4.43 -3.63
H -10.47 -3.09 -1.50
H -10.25 -1.82 -2.66
H -8.35 -2.19 -1.02
H -7.94 -1.93 -2.70
H -8.73 -5.67 -2.93
H -7.90 -4.55 -3.93
C 3.57 8.27 2.55
C 4.99 8.09 2.19
C 5.27 6.60 2.56
O 4.06 6.10 3.21
C 3.41 7.25 3.70
H 2.82 8.09 1.78
H 3.33 9.27 2.91
H 5.74 8.67 2.73
H 5.01 8.27 1.12
H 6.18 6.39 3.13
H 5.36 6.04 1.63
H 3.91 7.68 4.57
H 2.42 6.89 3.97
C 3.89 -5.20 7.25
C 2.48 -4.77 7.64
C 2.14 -3.80 6.51
O 3.34 -3.54 5.85
C 4.10 -4.75 5.84
H 4.11 -6.26 7.27
H 4.68 -4.72 7.84
H 2.50 -4.20 8.57
H 1.81 -5.58 7.92
H 1.64 -2.93 6.94
H 1.37 -4.27 5.91
H 5.16 -4.49 5.82
H 3.79 -5.45 5.06
C 0.73 4.44 -5.11
C 1.66 4.03 -6.35
N 3.00 3.46 -5.99
C 3.89 4.41 -5.28
C 4.20 5.72 -5.95
C 3.60 2.88 -7.19
C 4.46 1.61 -6.90
H -0.12 4.98 -5.52
H 1.17 5.04 -4.31
H 0.27 3.60 -4.59
H 1.01 3.42 -6.97
H 1.74 4.97 -6.90
H 3.34 4.61 -4.36
H 4.84 3.95 -5.02
H 5.14 6.11 -5.55
H 4.28 5.66 -7.03
H 3.48 6.52 -5.79
H 4.26 3.63 -7.62
H 2.91 2.66 -8.00
H 3.78 0.82 -6.56
H 5.20 1.68 -6.11
H 4.85 1.32 -7.88

Results of the Löwdin charge analysis, in e, for atoms 1 through 5:
1. Ca 0.814
2. Ca 1.013
3. Ca 1.126
4. P -0.050
5. O -0.165

=====

2.
Below is a molecular structure, C23H48CeNOP3S at a distorted geometry, with properties calculated with ωB97M-V with the def2-TZVPD basis set.

Summary:
- frontier orbital gap (alpha / beta) (eV) = 2.703 / 2.915
- net charge = +4
- E_LUMO (alpha / beta) (eV) = -15.62 / -15.41
- E (eV) = -79755.982
- max |F| (eV/Å) = 2.69
- ΔE to the lowest compared entry with this formula, charge and spin (kcal/mol) = 0.0

Geometry (Å):
Ce -0.79 -0.67 -0.87
P 1.74 0.90 0.45
P -1.93 1.82 0.02
P 0.68 1.29 -2.42
H -0.13 -3.66 -0.66
C 0.80 -3.32 -1.11
C 1.70 -2.68 -0.30
H 1.51 -2.65 0.77
C 2.12 0.43 2.19
C 1.68 2.73 0.77
C 3.49 0.80 -0.16
C -3.64 1.49 -0.59
C -2.27 2.12 1.79
C -1.72 3.55 -0.56
C 1.89 0.28 -3.38
C 1.38 2.97 -2.64
C -0.78 1.39 -3.54
H 0.89 -3.46 -2.18
H 2.54 -2.12 -0.70
H 2.21 -0.66 2.27
H 1.30 0.78 2.83
H 3.04 0.89 2.56
H 0.80 2.95 1.38
H 1.65 3.30 -0.16
H 2.58 3.04 1.33
H 3.76 -0.26 -0.28
H 4.17 1.25 0.57
H 3.63 1.32 -1.12
H -4.25 2.37 -0.36
H -4.07 0.60 -0.08
H -3.65 1.34 -1.68
H -3.26 2.59 1.92
H -1.50 2.78 2.19
H -2.27 1.17 2.36
H -2.60 4.14 -0.23
H -1.66 3.60 -1.65
H -0.82 3.98 -0.10
H 1.76 0.56 -4.44
H 1.71 -0.80 -3.23
H 2.91 0.52 -3.04
H 1.41 3.15 -3.73
H 2.39 3.02 -2.21
H 0.73 3.71 -2.15
H -0.36 1.43 -4.55
H -1.36 2.31 -3.34
H -1.41 0.50 -3.46
C -0.93 -3.05 -5.38
C -1.95 -2.86 -6.35
C -1.95 -3.58 -7.56
C -0.97 -4.55 -7.82
C 0.02 -4.76 -6.87
C 0.04 -4.03 -5.67
S -0.79 -1.99 -3.91
H -1.10 -2.71 -2.74
H -2.77 -2.17 -6.14
H -2.74 -3.41 -8.29
H -0.99 -5.11 -8.77
H 0.78 -5.52 -7.04
H 0.78 -4.28 -4.91
O -0.88 -1.16 1.59
C -1.03 -1.32 2.86
C 0.02 -1.86 3.80
C 0.49 -0.89 4.91
C -0.39 -0.87 6.17
C -1.79 -0.36 5.87
C -2.55 -1.22 4.87
N -2.20 -1.01 3.45
H -0.42 -2.74 4.31
H 0.88 -2.20 3.21
H 1.51 -1.19 5.21
H 0.57 0.14 4.52
H -0.42 -1.87 6.63
H 0.09 -0.21 6.91
H -2.35 -0.36 6.81
H -1.74 0.69 5.54
H -2.43 -2.28 5.13
H -3.61 -0.98 4.96
H -2.96 -0.82 2.80

Results of the Löwdin charge analysis, in e, for atoms 1 through 5:
1. Ce 0.915
2. P 0.833
3. P 0.737
4. P 0.761
5. H 0.079

=====

3.
Below is a molecular structure, C23H48GdNOP3S at a distorted geometry, with properties calculated with ωB97M-V with the def2-TZVPD basis set.

Summary:
- ⟨S²⟩ = 15.8468
- frontier orbital gap (alpha / beta) (eV) = 5.801 / 5.267
- net charge = +3
- spin multiplicity = 8
- E_LUMO (alpha / beta) (eV) = -8.16 / -11.30
- E (eV) = -87676.992
- max |F| (eV/Å) = 1.68
- ΔE to the lowest compared entry with this formula, charge and spin (kcal/mol) = 53.9

Geometry (Å):
Gd -0.50 0.50 0.03
P -0.75 -0.48 2.67
P 2.20 1.38 0.37
P 1.06 -1.95 0.06
H -1.26 0.36 -2.64
C -1.23 -0.62 -2.11
C -2.16 -0.96 -1.14
H -2.99 -0.29 -0.85
C -1.98 0.57 3.51
C 0.56 -0.41 3.96
C -1.50 -2.12 2.96
C 3.04 1.78 -1.21
C 2.19 3.05 1.11
C 3.61 0.68 1.30
C 0.12 -3.46 -0.40
C 1.99 -2.64 1.49
C 2.39 -1.98 -1.20
H -0.59 -1.35 -2.61
H -2.29 -1.99 -0.78
H -2.90 0.65 2.91
H -1.57 1.57 3.66
H -2.22 0.13 4.49
H 0.99 0.60 3.98
H 1.36 -1.13 3.76
H 0.10 -0.63 4.93
H -2.39 -2.23 2.32
H -1.81 -2.18 4.02
H -0.81 -2.94 2.73
H 3.98 2.31 -0.99
H 2.39 2.41 -1.82
H 3.25 0.86 -1.78
H 3.21 3.45 1.08
H 1.84 3.01 2.15
H 1.52 3.73 0.56
H 4.42 1.43 1.30
H 3.99 -0.24 0.84
H 3.32 0.46 2.33
H 0.81 -4.31 -0.48
H -0.39 -3.33 -1.36
H -0.63 -3.68 0.37
H 2.53 -3.53 1.14
H 1.31 -2.93 2.30
H 2.71 -1.90 1.87
H 2.80 -2.99 -1.27
H 3.20 -1.28 -0.95
H 1.99 -1.70 -2.18
C 1.05 -4.99 -5.15
C 1.86 -4.89 -6.30
C 1.32 -5.14 -7.56
C -0.02 -5.51 -7.69
C -0.82 -5.65 -6.55
C -0.29 -5.40 -5.28
S 1.65 -4.60 -3.56
H 2.87 -4.11 -3.92
H 2.91 -4.60 -6.18
H 1.95 -5.04 -8.45
H -0.45 -5.69 -8.68
H -1.87 -5.95 -6.64
H -0.90 -5.51 -4.39
O -1.48 2.36 0.59
C -1.98 3.47 1.00
C -3.24 3.55 1.78
C -2.99 3.99 3.23
C -2.87 5.50 3.39
C -1.67 6.11 2.66
C -1.73 5.95 1.15
N -1.34 4.60 0.70
H -3.91 4.26 1.28
H -3.71 2.56 1.76
H -3.80 3.62 3.86
H -2.07 3.53 3.61
H -3.80 5.98 3.04
H -2.79 5.73 4.46
H -1.62 7.18 2.89
H -0.74 5.67 3.05
H -2.74 6.18 0.79
H -1.03 6.65 0.68
H -0.62 4.51 -0.02

Results of the Löwdin charge analysis, in e, for atoms 1 through 5:
1. Gd 1.024
2. P 0.701
3. P 0.689
4. P 0.708
5. H 0.074

=====

4.
Below is 3 unconnected molecules or ions with the total composition C23H48NO12P3 at a distorted geometry, with properties calculated with ωB97M-V with the def2-TZVPD basis set.

Summary:
- frontier orbital gap (eV) = 8.134
- net charge = 0
- SMILES = COC[C@@](Cc1ccccc1)(OC)P(=N)(O)O.CCOP(=O)(OCC)OCC.CCOP(=O)(OCC)OCC
- E_LUMO (eV) = -0.54
- E (eV) = -78555.915
- max |F| (eV/Å) = 7.92
- ΔE to the lowest compared entry with this formula, charge and spin (kcal/mol) = 0.0

Geometry (Å):
C -1.25 5.17 2.79
O -0.92 5.70 1.51
C -1.61 6.89 1.20
C -2.03 6.98 -0.31
C -1.03 7.82 -1.18
C 0.40 8.03 -0.61
C 0.86 9.36 -0.57
C 2.13 9.70 -0.11
C 2.99 8.72 0.38
C 2.57 7.39 0.34
C 1.31 7.06 -0.16
O -2.46 5.74 -0.84
C -1.42 4.98 -1.38
P -3.63 8.00 -0.28
N -4.10 8.41 -1.70
O -3.42 9.36 0.61
O -4.79 7.07 0.38
H -0.30 4.86 3.27
H -1.86 4.25 2.71
H -1.72 5.91 3.47
H -1.10 7.82 1.55
H -2.57 6.86 1.76
H -0.96 7.47 -2.22
H -1.45 8.84 -1.27
H 0.23 10.18 -0.93
H 2.47 10.74 -0.11
H 3.98 9.00 0.76
H 3.23 6.61 0.72
H 1.04 6.00 -0.15
H -1.87 4.02 -1.70
H -0.62 4.70 -0.68
H -0.93 5.38 -2.29
H -3.46 8.07 -2.41
H -2.62 9.32 1.15
H -4.83 7.21 1.34
C 0.40 -3.42 0.58
C 0.87 -2.33 -0.35
O 0.23 -1.09 -0.06
P 0.79 -0.14 1.16
O 2.26 -0.11 0.88
O 0.41 1.36 0.58
C 1.32 2.45 0.76
C 1.99 2.78 -0.56
O -0.62 -0.16 1.99
C -1.89 -0.02 1.32
C -2.65 -1.33 1.36
H 0.59 -3.16 1.63
H 0.91 -4.36 0.36
H -0.67 -3.59 0.48
H 1.96 -2.23 -0.31
H 0.61 -2.58 -1.38
H 2.05 2.22 1.54
H 0.74 3.32 1.10
H 2.47 1.90 -0.99
H 2.75 3.56 -0.43
H 1.25 3.14 -1.28
H -1.78 0.34 0.30
H -2.43 0.74 1.88
H -2.26 -2.01 2.12
H -2.59 -1.84 0.40
H -3.71 -1.16 1.57
C -0.14 -9.89 2.12
C 0.90 -8.96 1.53
O 1.27 -9.36 0.21
P 0.33 -8.95 -1.07
O 0.12 -7.49 -0.83
O 1.49 -8.82 -2.24
C 1.42 -7.77 -3.21
C 2.47 -6.72 -2.92
O 0.05 -10.49 -1.52
C 1.09 -11.48 -1.52
C 0.85 -12.50 -0.42
H -1.03 -9.93 1.49
H -0.43 -9.56 3.12
H 0.25 -10.91 2.19
H 0.55 -7.93 1.54
H 1.81 -8.99 2.14
H 0.42 -7.33 -3.24
H 1.61 -8.22 -4.19
H 2.38 -6.35 -1.89
H 2.37 -5.87 -3.60
H 3.47 -7.14 -3.02
H 2.08 -11.04 -1.44
H 1.04 -11.97 -2.50
H -0.18 -12.47 -0.06
H 1.50 -12.31 0.43
H 1.07 -13.51 -0.77

Results of the Löwdin charge analysis, in e, for atoms 1 through 5:
1. C -0.083
2. O -0.193
3. C -0.190
4. C -0.440
5. C -0.094

=====

5.
Below is a molecular structure, C23H48NO2P3Ru at a distorted geometry, with properties calculated with ωB97M-V with the def2-TZVPD basis set.

Summary:
- ⟨S²⟩ = 8.8084
- frontier orbital gap (alpha / beta) (eV) = 4.467 / 2.643
- net charge = +3
- spin multiplicity = 6
- E_LUMO (alpha / beta) (eV) = -9.39 / -13.78
- E (eV) = -60634.078
- max |F| (eV/Å) = 4.21

Geometry (Å):
Ru 0.99 0.55 0.08
P 2.90 -0.34 -0.75
P 1.73 1.18 2.15
P 0.92 2.62 -0.85
H -7.34 -0.86 -4.94
C -6.80 -0.29 -5.70
C -6.08 -0.90 -6.65
H -5.99 -1.99 -6.70
C 3.03 -2.15 -0.67
C 4.46 0.20 -0.03
C 3.00 0.00 -2.52
C 0.47 2.02 3.19
C 2.37 -0.10 3.31
C 3.13 2.36 2.18
C 0.33 2.76 -2.58
C 2.47 3.58 -1.00
C -0.22 3.78 0.00
H -6.91 0.80 -5.68
H -5.56 -0.33 -7.43
H 2.08 -2.59 -0.99
H 3.24 -2.47 0.36
H 3.85 -2.50 -1.32
H 4.51 -0.07 1.04
H 4.59 1.28 -0.12
H 5.28 -0.31 -0.56
H 2.16 -0.52 -3.01
H 3.95 -0.40 -2.91
H 2.93 1.07 -2.75
H 0.89 2.26 4.18
H -0.42 1.38 3.33
H 0.12 2.95 2.72
H 2.83 0.39 4.19
H 3.14 -0.72 2.82
H 1.58 -0.77 3.67
H 2.90 3.21 2.84
H 3.35 2.75 1.18
H 4.04 1.87 2.55
H 0.63 3.70 -3.07
H -0.77 2.70 -2.62
H 0.73 1.93 -3.17
H 2.40 4.28 -1.85
H 3.33 2.92 -1.19
H 2.66 4.17 -0.10
H -0.47 4.63 -0.65
H 0.20 4.17 0.93
H -1.16 3.25 0.24
C -1.34 -0.06 -2.16
C -2.44 0.44 -1.38
C -3.67 0.70 -1.97
C -3.87 0.50 -3.33
C -2.81 0.08 -4.13
C -1.57 -0.20 -3.57
O -0.19 -0.33 -1.68
H -0.43 1.01 0.69
H -2.27 0.61 -0.31
H -4.48 1.08 -1.34
H -4.85 0.70 -3.79
H -2.95 -0.03 -5.21
H -0.72 -0.50 -4.17
O 0.49 -1.54 0.82
C 0.10 -2.04 1.91
C -0.92 -1.34 2.78
C -2.10 -2.21 3.19
C -1.80 -3.20 4.31
C -0.89 -4.37 3.88
C 0.53 -3.91 3.52
N 0.59 -3.25 2.23
H -0.40 -0.95 3.66
H -1.27 -0.46 2.22
H -2.91 -1.55 3.51
H -2.46 -2.73 2.29
H -1.36 -2.68 5.16
H -2.75 -3.63 4.65
H -0.83 -5.09 4.69
H -1.32 -4.89 3.03
H 0.94 -3.28 4.32
H 1.18 -4.79 3.45
H 1.32 -3.55 1.60

Results of the Löwdin charge analysis, in e, for atoms 1 through 5:
1. Ru 0.728
2. P 0.657
3. P 0.701
4. P 0.689
5. H 0.132